No. 1
Formula: C5H8S2
Source: the Open Molecules 2025 dataset
Level of theory: ωB97M-V with the def2-TZVPD basis set

Last column: natural (NBO) charge in e.
Positions of all 15 atoms, in Å:
C  0.86912  0.15080  1.43732  -0.52
S  0.40641  1.61727  0.46016  0.19
C  -0.82808  0.63191  -0.47239  -0.47
C  -1.40963  -0.30817  0.61576  -0.43
C  -0.07103  -1.00131  0.97392  -0.22
C  0.52619  -1.60086  -0.32247  -0.54
S  0.01114  -0.48716  -1.64575  0.20
H  0.75089  0.36160  2.45753  0.21
H  1.89490  -0.09606  1.33157  0.21
H  -1.51159  1.32361  -0.93786  0.25
H  -2.16428  -1.03760  0.29609  0.22
H  -1.78714  0.21232  1.51009  0.22
H  -0.18693  -1.81675  1.73306  0.23
H  1.61869  -1.67996  -0.25114  0.22
H  0.18540  -2.58312  -0.56280  0.22

Atoms 1-2, force components in eV/Å:
C -0.98 -0.62 -0.71
S -0.15 -0.04 -0.14

Values from the calculation:
- gap between HOMO and LUMO (eV) = 8.91
- multiplicity = 1
- SMILES string = C1S[C@H]2C[C@@H]1CS2

=====

No. 2
Formula: C5H8S2
Source: the Open Molecules 2025 dataset
Level of theory: ωB97M-V with the def2-TZVPD basis set

Last column: natural (NBO) charge in e.
Positions of all 15 atoms, in Å:
C  -0.53980  -0.15966  -0.01838  -0.04
C  0.36821  -0.77582  0.42865  0.00
C  1.99588  0.72282  -1.40544  -0.51
C  -1.74942  0.55968  -0.32838  -0.68
C  1.32571  -1.70060  1.08985  -0.69
S  1.99772  2.22989  -0.74304  0.16
S  0.78604  0.52793  -2.54365  0.18
H  3.14857  2.22671  0.01450  0.12
H  -2.59498  -0.06358  -0.15462  0.24
H  -1.91217  1.41663  0.42628  0.23
H  -1.69581  0.82881  -1.34799  0.22
H  1.71187  -2.49564  0.41123  0.24
H  0.73340  -2.22183  1.91663  0.24
H  2.23553  -1.11122  1.34803  0.24
H  0.07689  1.73911  -2.44049  0.05

Atoms 1-2, force components in eV/Å:
C -1.06 0.28 0.84
C 1.33 -1.91 0.93

Values from the calculation:
- gap between HOMO and LUMO (eV) = 9.05
- multiplicity = 1

=====

No. 3
Formula: C5H8S3
Source: the Open Molecules 2025 dataset
Level of theory: ωB97M-V with the def2-TZVPD basis set

Last column: natural (NBO) charge in e.
Positions of all 16 atoms, in Å:
C  2.39425  -1.72225  0.45472  -0.34
C  1.44435  -0.95312  1.07369  -0.40
S  1.48196  0.79030  1.12802  0.37
C  0.04951  1.43394  0.35284  -0.31
S  -0.27722  2.99945  0.12767  0.07
C  -0.85518  0.33386  -0.25695  -0.44
C  -2.24116  0.84740  -0.39603  -0.63
S  -0.31743  -0.17345  -1.90488  0.00
H  2.43632  -2.78748  0.59033  0.21
H  3.25758  -1.28370  -0.12117  0.21
H  0.64498  -1.41826  1.57471  0.21
H  -0.96757  -0.62038  0.26712  0.23
H  -2.88066  0.11932  -0.93005  0.22
H  -2.32405  1.70276  -1.03612  0.23
H  -2.77800  1.24811  0.55531  0.23
H  0.93234  -0.51648  -1.47919  0.13

Atoms 1-2, force components in eV/Å:
C -0.10 2.23 0.57
C 1.77 -1.37 -1.89

Values from the calculation:
- gap between HOMO and LUMO (eV) = 8.36
- multiplicity = 1
- SMILES string = C=CSC(=S)[C@@H](C)S

=====

No. 4
Formula: C5H9AsF6N3O5PSTi
Source: the Open Molecules 2025 dataset
Level of theory: ωB97M-V with the def2-TZVPD basis set

Last column: natural (NBO) charge in e.
Positions of all 32 atoms, in Å:
Ti  -0.12807  0.32988  -1.21733  1.63
O  -1.33807  -2.00038  -3.84228  -0.94
S  -0.34685  -1.68882  -2.86432  2.57
O  0.81043  -2.53845  -2.81284  -0.97
O  0.10722  -0.19656  -3.01431  -0.89
O  -0.94613  -1.51829  -1.46310  -0.96
N  2.58628  6.13271  -0.03411  -0.48
C  2.14735  5.10068  0.25149  0.44
N  1.65838  3.95018  0.68737  -0.68
C  1.19629  3.05952  -0.09444  0.67
N  0.71570  2.20461  -0.73137  -0.64
C  1.89032  -0.54596  2.23825  -0.98
As  0.68591  -1.39223  0.99850  1.49
C  1.53910  -2.98992  0.37036  -0.97
C  -0.74633  -2.09107  2.16755  -0.96
O  1.33350  -0.33659  -0.57598  -0.79
H  2.06348  -1.19637  3.09554  0.23
H  1.45072  0.39178  2.57281  0.25
H  2.82287  -0.34342  1.71785  0.25
H  1.64963  -3.69791  1.19177  0.22
H  2.50731  -2.71725  -0.04136  0.25
H  0.92589  -3.40412  -0.42702  0.28
H  -0.31738  -2.73395  2.93953  0.22
H  -1.42943  -2.65368  1.53578  0.25
H  -1.26326  -1.24863  2.62079  0.24
F  -1.65163  0.89237  0.13562  -0.55
P  -2.87789  1.77521  -0.76652  2.62
F  -3.88762  2.56753  -1.68079  -0.56
F  -3.87664  1.58342  0.45170  -0.57
F  -2.29126  3.10048  -0.11924  -0.56
F  -3.31484  0.37013  -1.37460  -0.56
F  -1.67498  1.83508  -1.91528  -0.54

Atoms 1-2, force components in eV/Å:
Ti 1.26 0.02 0.20
O -0.05 0.06 0.04

Values from the calculation:
- charge = -1
- gap between HOMO and LUMO (alpha / beta) (eV) = 7.01 / 7.39
- multiplicity = 2
- expectation value of S² = 0.76

=====

No. 5
Formula: C5H9Br2NO
Source: the Open Molecules 2025 dataset
Level of theory: ωB97M-V with the def2-TZVPD basis set

Last column: natural (NBO) charge in e.
Positions of all 18 atoms, in Å:
C  -0.47159  0.56906  0.83662  0.93
C  -2.02662  0.87303  -1.99580  -0.62
C  2.70663  -0.68463  2.02282  -0.70
C  -2.16302  -0.03479  -0.73431  -0.23
C  1.96595  -0.41162  0.66341  -0.43
N  -0.87956  -0.13604  -0.14389  -0.65
O  -0.62379  1.33313  1.66785  -0.45
Br  2.95272  0.77779  -0.56150  -0.01
Br  1.64186  -2.16799  -0.14923  -0.04
H  -2.23368  1.94880  -1.80548  0.22
H  -0.99787  0.65588  -2.49554  0.22
H  -2.81015  0.56076  -2.71927  0.21
H  3.61251  -1.23188  1.79576  0.21
H  2.91925  0.35813  2.50461  0.23
H  2.09273  -1.19112  2.84140  0.23
H  -2.79164  0.42417  0.08970  0.21
H  -2.63892  -0.84227  -1.16938  0.22
H  -0.25482  -0.80042  -0.64777  0.46

Atoms 1-2, force components in eV/Å:
C 3.45 -2.41 -1.16
C 0.08 -0.04 -0.83

Values from the calculation:
- gap between HOMO and LUMO (alpha / beta) (eV) = 7.74 / 7.74
- multiplicity = 1

=====

No. 6
Formula: C5H9Br2NO2
Source: the Open Molecules 2025 dataset
Level of theory: ωB97M-V with the def2-TZVPD basis set

Last column: natural (NBO) charge in e.
Positions of all 19 atoms, in Å:
C  0.63706  0.34153  -2.09865  -0.67
C  0.15185  0.78673  -0.78219  -0.02
N  -1.08308  1.08186  -0.50295  0.35
O  -1.56584  1.57967  0.53018  -0.53
O  -1.99880  0.90952  -1.55328  -0.60
H  1.06596  -0.61615  -1.99042  0.23
H  -0.14503  0.41460  -2.87351  0.25
H  1.39429  1.00585  -2.42898  0.23
H  0.89570  1.08694  0.00703  0.24
H  -2.98714  1.22254  -1.38391  0.52
C  -0.41403  -1.43411  0.64080  -0.38
C  0.71336  -1.28412  1.40913  -0.11
Br  2.43721  -1.56767  0.64152  0.06
C  0.71040  -0.71465  2.87539  -0.39
Br  1.87083  0.95614  2.87860  -0.05
H  -1.42847  -1.14240  0.94514  0.23
H  -0.36089  -1.74511  -0.34081  0.20
H  1.35468  -1.34242  3.44942  0.22
H  -0.18367  -0.59389  3.31393  0.22

Atoms 1-2, force components in eV/Å:
C -1.56 0.73 -0.51
C 0.08 1.46 0.93

Values from the calculation:
- gap between HOMO and LUMO (eV) = 8.96
- multiplicity = 1
- SMILES string = C/C=[N+](/[O-])O.C=C(Br)CBr

=====

no.,calculated total energy (Eh)
1,-991.68626
2,-991.51788
3,-1389.81066
4,-5160.78371
5,-5473.81219
6,-5548.99852